(1)
C22H48Cl2NO9P2 | the ωB97M-V functional and the def2-TZVPD basis

CARTESIAN COORDINATES (ANGSTROEM)
Cl -1.08400 -1.16911 1.75957
Cl -1.91565 1.60580 3.53162
P 0.48846 2.84582 -5.66635
P 3.42387 -3.47681 5.69637
O 3.27480 -4.58284 4.47636
O -5.82665 1.05162 -1.77855
O 1.79840 -3.23023 5.98128
O 3.62123 -2.21801 4.85160
O -0.34764 2.50179 -4.42825
O -0.30272 4.21896 -6.13560
O -0.27727 1.77658 -6.69174
O 1.64394 3.12429 -6.88362
O 3.38850 -4.75251 6.82287
N -1.65613 3.35352 0.07842
C -2.40640 0.88113 -5.91783
C 1.93164 -4.02479 8.69961
C -3.72270 -0.48403 3.51580
C -0.47884 1.23805 0.31234
C -0.03679 5.43599 -5.44584
C -4.80065 0.21073 -1.17206
C 5.26576 -5.96972 4.70252
C 2.63847 2.10750 -7.14653
C 3.31928 -4.43422 8.23055
C 2.11533 0.93289 -7.95859
C 1.33648 5.98670 -5.78270
C -2.12160 0.19678 -1.26933
C -2.47703 -0.08491 1.31531
C -3.12019 0.65818 2.55299
C -2.04325 0.92815 0.13397
C -3.49117 0.36952 -2.04861
C 4.45205 -5.04253 3.81882
C 0.69862 -1.58763 4.55689
C 1.26099 -1.90863 5.93145
C -0.33585 2.71383 -0.27038
C -2.54912 2.41313 0.26447
C -0.92904 0.62288 -6.15972
H 4.12727 -5.58482 2.92853
H 2.12231 5.33261 -5.39567
H 1.47427 6.05894 -6.86267
H 0.52473 -0.51422 4.44800
H -1.85621 4.35233 0.15954
H 3.42429 2.60379 -7.72055
H -4.58424 -0.00217 4.06146
H -0.79971 6.15136 -5.75876
H 0.58546 3.23227 0.10964
H 1.36276 -1.91205 3.75383
H -5.40253 1.91538 -1.92096
H -4.70563 0.56701 -0.10821
H 4.05867 -3.66752 8.46772
H -2.83574 0.10081 -5.28491
H -1.32386 0.67484 -1.91981
H -0.82174 -0.18821 -6.88433
H -4.14436 -1.28765 2.85004
H -0.24983 -2.10804 4.40379
H 1.47494 6.97515 -5.33776
H 4.64567 -6.77529 5.09971
H 2.93723 0.40754 -8.45127
H 3.07571 1.77311 -6.20434
H -3.27521 -0.76794 0.89717
H 1.39385 1.25006 -8.71187
H -0.14554 1.38382 1.38235
H -0.14710 5.28293 -4.36569
H 1.62867 0.20373 -7.31167
H -2.95019 0.89559 -6.86426
H -3.48931 1.31735 -2.67214
H -0.39875 2.72656 -1.40509
H 0.45787 -1.84647 6.67104
H 1.14913 -4.58838 8.19090
H -4.02391 1.26034 2.23088
H -0.43036 0.28788 -5.24770
H -3.60216 2.71146 0.54244
H 2.01272 -1.17612 6.23134
H 0.09644 0.46163 -0.26307
H 1.83049 -4.16846 9.77844
H 5.68186 -5.42656 5.55484
H 6.09865 -6.40236 4.14290
H -2.58669 1.84754 -5.44380
H 1.75932 -2.96524 8.51332
H -3.52172 -0.46829 -2.81252
H -5.21869 -0.83620 -1.22665
H -2.93141 -0.86834 4.21557
H 5.05057 -4.18687 3.48721
H 3.60731 -5.34821 8.75521
H -1.87045 -0.89253 -1.17926

The largest force on an atom is 0.17164 hartree/bohr. The net charge is +1. The HOMO-LUMO gap comes out at 7.22 eV. Its HOMO energy is -11.5958 eV.

Let us look at the Löwdin charges, expressed in e, one per atom:
1 Cl 0.7222
2 Cl 0.6225
3 P 0.6985
4 P 0.6980
5 O -0.2240
6 O -0.0919
7 O -0.2428
8 O -0.2427
9 O -0.2752
10 O -0.2178
11 O -0.2363
12 O -0.2083
13 O -0.2143
14 N 0.1304
15 C -0.0723
16 C -0.0803
17 C -0.1201
18 C -0.1593
19 C -0.2987
20 C -0.2204
21 C -0.0881
22 C -0.2596
23 C -0.2631
24 C -0.0768
25 C -0.0857
26 C -0.1219
27 C -0.6071
28 C -0.7038
29 C -0.3693
30 C -0.1462
31 C -0.2969
32 C -0.1142
33 C -0.3014
34 C -0.0792
35 C 0.0622
36 C -0.3012
37 H 0.1175
38 H 0.0650
39 H 0.0863
40 H 0.0594
41 H 0.1859
42 H 0.1200
43 H 0.0898
44 H 0.1203
45 H 0.1439
46 H 0.0697
47 H 0.0744
48 H 0.0950
49 H 0.1137
50 H 0.0652
51 H 0.1195
52 H 0.1174
53 H 0.0868
54 H 0.0503
55 H 0.0806
56 H 0.0831
57 H 0.0841
58 H 0.1126
59 H 0.1040
60 H 0.0907
61 H 0.0919
62 H 0.1012
63 H 0.0609
64 H 0.0811
65 H 0.1210
66 H 0.1301
67 H 0.1143
68 H 0.0882
69 H 0.1075
70 H 0.0988
71 H 0.1669
72 H 0.1056
73 H 0.1274
74 H 0.0818
75 H 0.0656
76 H 0.0796
77 H 0.0690
78 H 0.0603
79 H 0.1221
80 H 0.1404
81 H 0.0731
82 H 0.1096
83 H 0.1185
84 H 0.1350

---

(2)
C22H48F3N13O7PS3 | the ωB97M-V functional and the def2-TZVPD basis

CARTESIAN COORDINATES (ANGSTROEM)
S 1.09249 -0.60437 -2.77218
S -6.61236 0.83932 1.67548
S -8.27174 -0.57219 3.68914
P 1.22352 -0.49896 -0.85152
F 2.69478 4.27244 0.36401
F 3.63702 3.14709 1.94378
F 3.64861 2.37861 -0.06622
O 7.32743 -1.69634 6.44446
O 8.20360 -0.06688 1.08692
O 1.76947 2.36316 1.10756
O 6.64772 -0.23935 -3.79554
O 2.72136 -3.64185 -2.49881
O 2.42925 4.21519 -3.14380
O -11.31200 0.35346 -0.07824
N 6.44913 0.18555 -0.34287
N 4.82113 0.40506 -4.98230
N 3.39152 5.84199 -1.90272
N -1.50620 -0.25305 0.11111
N 7.86537 -1.36555 4.26238
N -9.24700 0.27487 1.41516
N 5.68891 -1.12348 4.97997
N 6.42809 1.21083 1.71065
N -1.58887 1.81587 0.63892
N 5.74634 1.80887 -3.40866
N 2.44184 -5.87679 -2.21479
N 3.57412 5.86556 -4.20622
N 4.28764 -4.80556 -1.33825
C -9.59115 -1.04715 0.84990
C 5.79889 0.59726 -4.04744
C -5.39557 0.01651 2.72021
C -3.72964 0.66106 0.92567
C -10.60650 -0.85457 -0.28411
C -2.03125 -1.62166 -0.10832
C -1.05285 -2.76905 0.14899
C 0.72801 2.62819 0.15060
C -2.29475 0.70194 0.56226
C 6.99285 -1.41710 5.30990
C -3.97406 0.52211 2.44632
C -0.60728 -3.37039 -1.22689
C -8.13779 0.16799 2.25372
C 3.09060 5.24550 -3.09248
C -10.41996 1.40907 -0.38672
C 3.12350 -4.70273 -2.04616
C 7.11250 0.40521 0.83210
C -0.24449 0.30367 -0.12848
C -1.75032 -3.90318 0.93448
C 2.90908 3.03428 0.85409
C -9.05301 1.20472 0.29639
C -0.30128 1.57231 0.21188
H -3.85756 1.48339 2.93660
H -11.32313 -1.66415 -0.30692
H 5.54869 0.57545 -0.54623
H -5.62591 0.14922 3.77004
H 6.85409 1.41517 2.59652
H -1.22304 -4.24707 -1.40022
H -1.58838 -3.72966 1.99496
H -10.29252 1.43502 -1.47291
H -8.70762 2.17939 0.62680
H 2.26841 0.37657 -0.50196
H -8.72695 -1.58201 0.44909
H 3.36653 5.44844 -5.09433
H 8.82875 -1.56896 4.45092
H 5.53502 1.60736 1.49285
H -4.15849 1.59805 0.58444
H -4.26308 -0.11690 0.39487
H 7.59252 -1.12955 3.32438
H 1.58721 -5.84216 -2.73768
H -3.26161 -0.18208 2.85942
H -1.23657 -4.82553 0.70604
H 2.76058 -6.75594 -1.85458
H 5.01215 -1.14877 5.71828
H 4.63209 -5.66969 -0.96560
H 6.89741 -0.39608 -1.03192
H -10.13167 -0.79765 -1.26869
H 4.82055 -3.96706 -1.20242
H 5.39737 -0.89225 4.04988
H -10.07187 -1.62370 1.62887
H -5.42166 -1.04834 2.50652
H 6.44694 1.99391 -2.71444
H 3.03348 5.38082 -1.08816
H -1.93094 2.71679 0.93164
H 4.11773 1.08691 -5.19220
H -8.33976 0.81828 -0.43814
H -2.83877 -1.73455 0.60710
H -2.80781 -3.97165 0.70692
H 0.27186 3.58984 0.36149
H 3.93160 6.68169 -1.81506
H 1.11355 2.67173 -0.86936
H 4.11666 6.70752 -4.17576
H 1.51947 -1.70446 -0.19646
H 4.82002 -0.46863 -5.47431
H -0.19860 -2.47688 0.74639
H -10.89516 2.32944 -0.07012
H -0.83836 -2.70046 -2.04189
H 5.05182 2.50550 -3.60418
H -2.49950 -1.67973 -1.08256
H 0.43991 -3.65196 -1.24725

The largest force on an atom is 0.05678 hartree/bohr. The net charge is +1. The HOMO-LUMO gap comes out at 8.05 eV. Its HOMO energy is -10.8127 eV.

Let us look at the Löwdin charges, expressed in e, one per atom:
1 S 0.2316
2 S 0.9437
3 S 0.7455
4 P 0.4405
5 F 0.1424
6 F 0.2102
7 F 0.1433
8 O 0.0304
9 O 0.0363
10 O 0.0642
11 O 0.0209
12 O -0.0175
13 O -0.0009
14 O -0.1161
15 N 0.1642
16 N 0.1571
17 N 0.1609
18 N 0.0661
19 N 0.1612
20 N -0.1820
21 N 0.1348
22 N 0.1538
23 N 0.2256
24 N 0.1516
25 N 0.1528
26 N 0.1590
27 N 0.1561
28 C -0.1434
29 C -0.6864
30 C -0.4948
31 C -0.1368
32 C -0.1801
33 C -0.0679
34 C -0.3813
35 C -0.0773
36 C -0.2150
37 C -0.6893
38 C -0.2172
39 C -0.0817
40 C -1.0873
41 C -0.6833
42 C -0.1749
43 C -0.6830
44 C -0.6808
45 C -0.2800
46 C -0.0592
47 C -0.7100
48 C -0.2116
49 C -0.1903
50 H 0.1158
51 H 0.1286
52 H 0.0693
53 H 0.0556
54 H 0.1037
55 H 0.0796
56 H 0.0815
57 H 0.1225
58 H 0.1081
59 H -0.0183
60 H 0.1272
61 H 0.1061
62 H 0.1082
63 H 0.0549
64 H 0.1148
65 H 0.1115
66 H 0.0636
67 H 0.1016
68 H 0.1190
69 H 0.0807
70 H 0.0952
71 H 0.0944
72 H 0.0963
73 H 0.1000
74 H 0.1214
75 H 0.1031
76 H 0.0725
77 H 0.1083
78 H 0.0834
79 H 0.0930
80 H 0.0614
81 H 0.1944
82 H 0.0914
83 H 0.1043
84 H 0.1131
85 H 0.0862
86 H 0.1443
87 H 0.1030
88 H 0.1455
89 H 0.0989
90 H -0.0016
91 H 0.1057
92 H 0.1023
93 H 0.1258
94 H 0.0382
95 H 0.0813
96 H 0.1464
97 H 0.0537

---

(3)
C22H49GdN2P3S2 | the ωB97M-V functional and the def2-TZVPD basis

CARTESIAN COORDINATES (ANGSTROEM)
Gd -0.56807 0.84381 -0.01715
S 4.11486 1.53476 -2.10787
S -2.61716 0.39747 1.82225
P 1.11479 0.99506 2.23646
P -0.73718 0.40818 -2.85164
P 0.65955 -1.76263 0.01827
N -3.07037 -2.14116 1.07563
N -4.78397 -0.62581 0.60756
C -1.46503 2.75221 -0.17298
C -0.08176 2.85507 -0.42962
C -4.33986 -3.16466 -0.79416
C 6.57652 3.28673 -0.64964
C 0.62043 -0.43761 -3.74437
C 1.24751 2.65526 3.00012
C 0.60453 -0.00528 3.68462
C 5.63303 3.27034 -1.63578
C -5.81955 -1.22921 2.87387
C 2.88170 0.54168 2.05865
C 4.25942 3.04010 -1.19926
C 6.17064 3.64668 0.62831
C 0.92023 -2.78636 1.52229
C -0.94620 1.90195 -3.89194
C -0.28216 -2.97442 -0.99644
C -3.51248 -0.86876 1.08407
C -5.99081 -1.11658 1.37950
C -3.87618 -3.30413 0.63803
C 2.32539 -1.93369 -0.74103
C 4.82515 3.79356 0.92872
C -2.21730 -0.56093 -3.34326
C 3.84897 3.41743 0.01820
H 3.08341 -1.44663 -0.11991
H -4.71841 -3.42797 1.33200
H 4.57271 4.27442 1.86621
H -4.88176 0.36279 0.36962
H 0.08783 -3.99333 -0.81427
H -2.01128 2.16110 -3.94399
H 0.32230 2.87069 -1.46961
H -2.21888 2.75134 -1.00283
H -0.20607 -2.75082 -2.06568
H 5.91701 3.58672 -2.69149
H 7.59693 2.98306 -0.85786
H 2.36018 -1.42393 -1.70762
H -1.89888 3.09480 0.80236
H 3.23030 0.79331 1.04953
H 1.56970 0.07202 -3.51977
H -2.23913 -2.30178 1.63278
H 0.69244 -1.49454 -3.45765
H -6.28441 -2.06354 0.91982
H -2.58089 -1.16212 -2.49621
H 1.20701 -0.91637 3.77126
H 5.34954 1.57711 -2.42501
H 0.14736 -2.56346 2.26317
H 2.79175 3.39798 0.33480
H 0.74442 3.39399 2.36772
H 2.61326 -2.98431 -0.88808
H -4.85744 -2.21318 -0.95699
H -5.20128 -2.09331 3.13813
H -6.79030 -0.40845 1.14010
H -0.57241 1.68405 -4.90009
H -0.38315 2.74225 -3.46749
H 0.41236 -0.36278 -4.81970
H -3.00441 0.14039 -3.65062
H 3.04494 -0.52997 2.21848
H 0.71198 0.59632 4.59532
H 6.91471 3.86781 1.36138
H 2.29571 2.95395 3.12112
H 0.75202 2.64985 3.97814
H -1.34317 -2.93299 -0.72352
H 0.86451 -3.85910 1.29242
H -6.80824 -1.37555 3.32493
H 0.58610 3.36974 0.30177
H -1.96719 -1.22387 -4.18184
H 3.48900 1.10665 2.77633
H -5.03914 -3.97344 -1.01820
H -3.50138 -3.24641 -1.49429
H -5.36818 -0.32110 3.29143
H -3.22698 -4.18364 0.74991
H -0.45086 -0.28610 3.57657
H 1.88371 -2.58221 2.00180

The largest force on an atom is 0.14459 hartree/bohr. The net charge is +3. The HOMO-LUMO gap (alpha / beta) comes out at 6.81 / 5.15 eV. The spin multiplicity is 8. Its HOMO energy (alpha / beta) is -15.9405 / -16.6025 eV. Its energy relative to the best compared isomer or geometry (same formula, charge and spin) is 7.563 eV.

Let us look at the Löwdin charges, expressed in e, one per atom:
1 Gd 0.8094
2 S 1.0256
3 S 0.6490
4 P 0.7371
5 P 0.7490
6 P 0.7231
7 N 0.0353
8 N -0.0122
9 C -0.3477
10 C -0.3986
11 C -0.0761
12 C -0.0151
13 C -0.2650
14 C -0.2377
15 C -0.2527
16 C -0.1352
17 C -0.0696
18 C -0.2612
19 C -0.4507
20 C 0.0420
21 C -0.2548
22 C -0.2415
23 C -0.2530
24 C -0.7841
25 C -0.2015
26 C -0.1972
27 C -0.2618
28 C 0.0043
29 C -0.2363
30 C -0.0762
31 H 0.0275
32 H 0.1121
33 H 0.1389
34 H 0.1248
35 H 0.0690
36 H 0.0607
37 H 0.0519
38 H 0.0997
39 H 0.0298
40 H 0.1837
41 H 0.1474
42 H 0.0100
43 H 0.0883
44 H 0.0123
45 H 0.0223
46 H 0.1163
47 H 0.0309
48 H 0.1050
49 H 0.0164
50 H 0.0459
51 H -0.1041
52 H 0.0274
53 H 0.1158
54 H 0.0263
55 H 0.0757
56 H 0.0677
57 H 0.0749
58 H 0.1331
59 H 0.0637
60 H 0.0342
61 H 0.0664
62 H 0.0575
63 H 0.0403
64 H 0.0606
65 H 0.1400
66 H 0.0472
67 H 0.0615
68 H 0.0082
69 H 0.0652
70 H 0.1016
71 H 0.0437
72 H 0.0696
73 H 0.0588
74 H 0.0997
75 H 0.0641
76 H 0.0803
77 H 0.1334
78 H 0.0008
79 H 0.0468

---

Question: What is the formula in the second record?
Answer: C22H48F3N13O7PS3